No. 1
Entry from the Open Molecules 2025 dataset: a molecular structure, C5H14N2 in a non-equilibrium geometry (wB97M-V/def2-TZVPD).

Geometry as XYZ:
```
21
Properties=species:S:1:pos:R:3:mulliken_charge:R:1
C -0.992 -2.237 -0.055 -1.462
C 0.049 -1.230 0.358 0.477
C -0.446 0.180 0.585 -0.388
C -0.880 0.961 -0.693 -0.779
C 0.249 1.735 -1.368 -0.460
N 1.334 2.320 -0.581 -0.473
N 0.760 -1.746 1.563 -0.700
H -0.658 -3.271 -0.129 0.411
H -1.812 -2.174 0.687 0.324
H -1.435 -1.958 -0.999 0.344
H 0.808 -1.171 -0.448 0.062
H -1.213 0.325 1.377 0.195
H 0.441 0.758 0.870 0.350
H -1.642 1.683 -0.442 0.364
H -1.437 0.222 -1.291 0.274
H 0.807 1.087 -2.052 0.334
H -0.219 2.500 -2.082 0.300
H 0.231 2.682 0.727 0.375
H 0.844 2.882 0.232 0.001
H 0.862 -2.749 1.542 0.214
H 1.648 -1.269 1.666 0.237
```

Properties
Max |F|   3.17 eV/Å
Relative energy (zero: lowest compared OMol25 entry of this formula, charge and spin)   6.1474 eV
HOMO-LUMO gap   7.769 eV
DFT total energy   -308.19715 Ha
LUMO level   -0.958 eV



No. 2
Entry from the Open Molecules 2025 dataset: C4H8O2 in the gas phase in a non-equilibrium geometry (wB97M-V/def2-TZVPD).

Geometry as XYZ:
```
14
Properties=species:S:1:pos:R:3:mulliken_charge:R:1
C 0.043 1.564 -0.020 -1.039
C -0.324 0.000 -0.326 0.368
C -1.612 -0.823 0.025 -1.234
O 0.627 -0.478 0.651 -0.330
C 1.843 -0.762 0.219 0.163
O 2.088 -1.406 -0.766 -0.508
H -0.801 2.150 0.333 0.338
H 0.804 1.685 0.795 0.293
H 0.535 2.024 -0.884 0.278
H -0.047 -0.374 -1.339 0.351
H -1.270 -1.860 0.195 0.293
H -2.400 -0.913 -0.738 0.352
H -2.070 -0.492 0.956 0.317
H 2.586 -0.316 0.900 0.355
```

Properties
Max |F|   1.33 eV/Å
Relative energy (zero: lowest compared OMol25 entry of this formula, charge and spin)   1.8878 eV
HOMO-LUMO gap   11.445 eV
SMILES string   CC(C)OC=O
DFT total energy   -307.64306 Ha
LUMO level   0.957 eV



No. 3
Entry from the Open Molecules 2025 dataset: 12 unconnected molecules or ions with the total composition C3H28NO13 in a non-equilibrium geometry (wB97M-V/def2-TZVPD).

Geometry as XYZ:
```
45
Properties=species:S:1:pos:R:3:mulliken_charge:R:1
C 0.282 -1.748 0.743 -0.437
N -0.181 -0.688 -0.154 1.440
C -1.262 0.121 0.175 0.740
O -1.870 -0.074 1.241 -0.943
O -1.548 1.016 -0.675 -1.238
C 1.788 -1.884 0.670 -1.147
H -0.095 -1.563 1.788 0.401
H -0.234 -2.752 0.414 0.168
H 0.271 -0.609 -1.070 -0.364
H 2.190 -2.600 1.399 0.386
H 2.336 -0.936 0.874 0.135
H 2.108 -2.182 -0.352 0.324
H 2.010 2.025 -0.859 0.461
H 2.538 1.255 0.317 0.363
O 2.730 1.440 -0.619 -0.831
H 0.933 1.807 -2.323 0.329
H -0.279 1.931 -1.400 0.566
O 0.500 2.413 -1.754 -0.890
H 1.466 -0.744 -2.747 0.340
H 2.299 0.449 -2.015 0.415
O 1.703 0.240 -2.807 -0.768
H -2.159 -2.879 -0.560 0.416
H -2.084 -1.913 -1.685 0.315
O -1.950 -2.832 -1.489 -0.794
H -0.228 -2.634 -2.157 0.393
H -0.336 -1.401 -3.082 0.464
O 0.299 -2.054 -2.752 -0.760
H 2.323 0.194 3.435 0.378
H 1.383 0.060 4.518 0.309
O 2.329 -0.088 4.285 -0.673
H -2.303 -1.718 1.339 0.310
H -3.632 -2.543 1.139 0.305
O -2.650 -2.627 1.093 -0.759
H -0.585 3.578 0.273 0.365
H -1.593 2.490 0.284 0.384
O -1.291 3.242 0.806 -0.836
H -0.728 2.340 2.124 0.448
H -0.857 0.775 2.367 0.326
O -0.343 1.619 2.694 -0.841
H -1.460 0.466 -2.288 0.396
H -0.563 0.528 -3.445 0.320
O -1.283 0.074 -3.158 -0.859
H 1.139 1.300 2.165 0.506
H 2.516 2.079 2.276 0.256
O 2.130 1.265 1.990 -0.819
```

Properties
Max |F|   5.34 eV/Å
Relative energy (zero: lowest compared OMol25 entry of this formula, charge and spin)   0.0000 eV
HOMO-LUMO gap   9.493 eV
Charge   -1
DFT total energy   -1164.16768 Ha
LUMO level   2.962 eV



No. 4
Entry from the Open Molecules 2025 dataset: C25H30N4O3 in the gas phase (wB97M-V/def2-TZVPD).

Geometry as XYZ:
```
62
Properties=species:S:1:pos:R:3:mulliken_charge:R:1
C 7.435 -2.176 -1.995 -0.972
O 6.300 -2.122 -1.167 -0.377
C 6.379 -1.426 0.008 0.493
C 7.526 -0.785 0.461 -0.467
C 7.516 -0.109 1.670 -0.693
C 6.369 -0.069 2.439 -0.787
C 5.226 -0.706 1.988 -0.332
C 5.209 -1.380 0.779 0.592
C 3.959 -2.073 0.307 -1.070
N 2.766 -1.402 0.789 0.311
C 2.563 -0.137 0.104 -0.584
C 1.443 0.650 0.778 -1.422
C 0.139 -0.151 0.853 -0.101
N -0.528 -0.206 -0.429 1.112
N 0.089 -0.599 -1.539 -1.129
C -0.782 -0.484 -2.522 -0.493
C -2.007 -0.007 -2.051 -0.844
C -1.807 0.153 -0.694 0.469
N -2.700 0.628 0.273 0.038
C -3.145 -0.103 1.332 0.557
O -2.704 -1.185 1.646 -0.590
C -4.247 0.605 2.113 -1.098
C -5.499 0.833 1.266 -0.561
O -5.215 1.846 0.319 -0.308
C -6.170 2.185 -0.602 0.713
C -7.453 1.658 -0.645 -0.312
C -8.335 2.086 -1.625 -0.607
C -7.953 3.030 -2.559 -0.542
C -6.671 3.554 -2.514 -0.438
C -5.783 3.137 -1.545 -0.524
C 0.424 -1.550 1.406 -0.959
C 1.573 -2.220 0.662 -0.808
H 7.746 -1.178 -2.320 0.381
H 7.136 -2.760 -2.865 0.246
H 8.274 -2.674 -1.498 0.365
H 8.435 -0.806 -0.119 0.391
H 8.417 0.383 2.006 0.375
H 6.364 0.455 3.383 0.384
H 4.316 -0.686 2.568 0.433
H 3.978 -2.149 -0.793 0.415
H 3.959 -3.094 0.705 0.388
H 3.490 0.438 0.161 0.568
H 2.310 -0.296 -0.957 0.309
H 1.745 0.888 1.799 0.369
H 1.276 1.584 0.238 0.428
H -0.556 0.361 1.526 0.204
H -0.505 -0.747 -3.524 0.460
H -2.904 0.188 -2.604 0.510
H -3.288 1.403 -0.012 0.227
H -4.501 -0.017 2.971 0.382
H -3.877 1.569 2.466 0.274
H -6.327 1.150 1.915 0.469
H -5.784 -0.097 0.757 0.498
H -7.778 0.922 0.073 0.363
H -9.332 1.671 -1.651 0.357
H -8.648 3.356 -3.317 0.381
H -6.361 4.292 -3.239 0.371
H -4.782 3.538 -1.497 0.386
H -0.481 -2.155 1.345 0.519
H 0.697 -1.445 2.457 0.397
H 1.770 -3.196 1.114 0.457
H 1.295 -2.371 -0.394 0.431
```

Properties
Max |F|   0.88 eV/Å
Relative energy (zero: lowest compared OMol25 entry of this formula, charge and spin)   3.5173 eV
HOMO-LUMO gap   8.722 eV
SMILES string   COc1ccccc1CN1CCC(n2nccc2NC(=O)CCOc2ccccc2)CC1
DFT total energy   -1415.38452 Ha
LUMO level   0.639 eV



No. 5
Entry from the Open Molecules 2025 dataset: a molecular structure, C39H69F15NNbO14P in a non-equilibrium geometry (wB97M-V/def2-TZVPD).

Geometry as XYZ:
```
140
Properties=species:S:1:pos:R:3:mulliken_charge:R:1
C 9.896 -3.722 0.714 -1.175
C 8.979 -2.976 -0.312 0.181
O 8.210 -1.917 0.295 -0.311
P 8.183 -0.564 -0.719 0.807
O 7.736 -0.913 -2.130 -0.735
C 7.056 0.682 0.096 -0.269
C 5.520 0.487 -0.298 -0.808
Nb 4.209 1.536 1.280 -1.023
C 2.316 0.569 0.479 -0.249
C 1.695 1.240 -0.807 -0.275
C 0.438 2.144 -0.526 -0.946
C -0.732 1.429 0.230 -0.331
C -1.551 0.416 -0.697 -0.377
C -3.106 0.588 -0.432 -0.657
C -3.996 0.219 -1.674 -0.029
C -4.230 -1.323 -1.895 -0.202
C -4.153 -2.199 -0.597 -0.548
O -4.706 -3.495 -0.925 -0.378
C -5.828 -3.817 -0.110 -0.547
C 4.584 -0.322 2.617 -1.133
C 3.747 -0.291 3.924 0.867
C 2.219 -0.612 3.892 -1.145
N 4.324 0.044 5.033 -0.623
O 9.759 0.049 -0.667 -0.391
C 10.214 0.461 -1.966 -0.202
C 10.854 -0.726 -2.779 -1.033
H 10.546 -4.414 0.117 0.342
H 10.498 -3.004 1.321 0.283
H 9.293 -4.394 1.379 0.305
H 8.263 -3.693 -0.784 0.263
H 9.644 -2.578 -1.120 -0.046
H 7.137 0.512 1.194 0.098
H 7.399 1.720 -0.143 0.436
H 5.325 -0.619 -0.338 0.345
H 5.378 0.959 -1.302 0.452
H 5.765 2.272 1.947 0.051
H 4.080 2.991 0.180 0.025
H 3.348 2.391 2.648 0.065
H 2.595 -0.485 0.189 0.278
H 1.603 0.471 1.337 -0.165
H 1.361 0.420 -1.506 0.296
H 2.418 1.874 -1.382 0.248
H 0.795 2.972 0.150 0.314
H 0.062 2.643 -1.460 0.345
H -0.419 0.859 1.134 0.133
H -1.415 2.242 0.603 0.467
H -1.187 -0.602 -0.426 0.139
H -1.305 0.715 -1.746 0.188
H -3.240 1.692 -0.267 0.469
H -3.426 0.108 0.525 0.185
H -3.441 0.592 -2.590 -0.227
H -4.935 0.826 -1.633 0.178
H -3.574 -1.783 -2.673 0.376
H -5.280 -1.440 -2.285 0.093
H -3.100 -2.397 -0.278 0.087
H -4.748 -1.673 0.192 0.422
H -5.806 -4.931 0.040 0.279
H -6.804 -3.612 -0.632 0.151
H -5.801 -3.364 0.909 0.292
H 4.395 -1.237 1.991 0.377
H 5.689 -0.326 2.831 0.404
H 1.894 -1.264 4.731 0.435
H 1.991 -1.141 2.937 0.322
H 1.699 0.376 3.867 0.164
H 5.308 0.242 4.822 0.182
H 11.046 1.201 -1.821 0.346
H 9.421 0.992 -2.541 0.299
H 11.590 -1.299 -2.158 0.259
H 11.411 -0.365 -3.678 0.370
H 10.078 -1.457 -3.113 0.237
C -6.185 -1.092 -8.152 -1.104
C -5.097 -1.430 -7.154 -0.219
O -4.339 -0.258 -6.812 -0.317
C -4.879 0.515 -5.871 0.386
O -5.922 0.296 -5.328 -0.466
C -3.960 1.691 -5.558 0.850
F -3.467 2.261 -6.663 -0.261
F -2.908 1.314 -4.819 -0.276
F -4.583 2.656 -4.882 -0.252
H -5.758 -0.601 -9.031 0.414
H -6.702 -1.988 -8.471 0.323
H -6.911 -0.404 -7.723 0.255
H -4.394 -2.135 -7.597 0.365
H -5.505 -1.900 -6.259 0.274
C 4.131 2.425 7.620 -0.957
C 3.969 1.104 8.341 -0.321
O 3.678 1.316 9.740 -0.309
C 2.403 1.557 10.042 0.384
O 1.509 1.611 9.253 -0.508
C 2.243 1.709 11.552 0.849
F 3.204 2.472 12.091 -0.251
F 2.298 0.521 12.173 -0.260
F 1.078 2.267 11.883 -0.247
H 4.886 3.042 8.114 0.341
H 4.430 2.261 6.585 0.286
H 3.200 2.994 7.626 0.334
H 4.904 0.546 8.301 0.297
H 3.204 0.483 7.876 0.329
C -8.093 0.425 -2.973 -0.698
C -8.154 -0.156 -1.577 0.126
O -9.507 -0.179 -1.089 -0.369
C -10.248 -1.217 -1.479 0.395
O -9.868 -2.099 -2.189 -0.508
C -11.635 -1.139 -0.851 0.833
F -12.150 0.096 -0.911 -0.255
F -11.606 -1.485 0.443 -0.256
F -12.507 -1.950 -1.451 -0.246
H -8.559 1.412 -2.999 0.356
H -7.060 0.512 -3.306 0.123
H -8.633 -0.203 -3.684 0.168
H -7.587 0.476 -0.892 0.317
H -7.711 -1.153 -1.540 0.059
C -11.391 -6.146 -6.419 -1.105
C -11.231 -5.415 -7.736 -0.214
O -10.777 -4.070 -7.521 -0.302
C -9.460 -3.922 -7.355 0.192
O -8.666 -4.812 -7.372 -0.515
C -9.114 -2.447 -7.185 1.067
F -9.954 -1.819 -6.357 -0.260
F -9.170 -1.793 -8.355 -0.294
F -7.884 -2.272 -6.692 -0.191
H -12.047 -5.587 -5.749 0.304
H -11.812 -7.139 -6.579 0.371
H -10.431 -6.254 -5.911 0.317
H -12.197 -5.338 -8.236 0.317
H -10.559 -5.947 -8.412 0.318
C 9.196 5.610 7.343 -1.095
C 8.754 4.676 6.234 -0.256
O 7.340 4.778 6.018 -0.231
C 6.942 5.787 5.237 0.288
O 7.673 6.584 4.730 -0.529
C 5.429 5.743 5.052 0.934
F 4.785 5.511 6.204 -0.256
F 5.074 4.779 4.207 -0.234
F 4.945 6.889 4.569 -0.268
H 8.621 5.423 8.252 0.290
H 10.256 5.473 7.560 0.382
H 9.030 6.653 7.067 0.304
H 8.948 3.643 6.521 0.334
H 9.301 4.863 5.309 0.313
```

Properties
Max |F|   2.60 eV/Å
HOMO-LUMO gap   6.584 eV
Charge   -1
DFT total energy   -4531.75615 Ha
LUMO level   1.517 eV